Density functional theory data (the ωB97M-V functional and the def2-TZVPD basis) for an isolated ion of composition C4H7N2O and charge +1.

```
14
Properties=species:S:1:pos:R:3:forces:R:3
C 0.96069 0.07209 -0.62396 2.0 0.8 -3.4
C 0.63517 -0.86847 0.17366 -1.0 2.4 -0.5
C 0.31722 1.40986 -0.92324 -1.8 1.1 1.7
C 0.33938 -2.09514 0.78839 0.8 1.8 -1.5
N -0.77089 1.61209 0.07473 -0.7 0.3 -0.2
N -1.09134 0.58613 0.77774 0.0 -2.6 0.3
O -2.17532 0.44043 1.29250 1.4 0.7 -0.3
H 1.76444 -0.07558 -1.47934 -1.2 -0.3 2.1
H 0.91608 2.32197 -0.84366 0.7 -0.6 0.0
H -0.19835 1.48841 -1.88304 0.4 -0.7 -0.3
H 0.04369 -1.86053 1.71882 -1.3 0.2 3.6
H 1.14184 -2.72046 0.77941 2.9 -1.6 0.4
H -0.32227 -2.56696 0.19216 -2.9 -1.6 -1.5
H -1.56033 2.25616 -0.04417 0.5 0.2 -0.3
```
Forces are in eV/Å.

Values from the calculation:
HOMO level (alpha / beta): -14.5 / -14.5 eV
multiplicity: 1
energy relative to the best compared isomer or geometry (same formula, charge and spin): 6.256 eV
total charge: +1

---

Density functional theory data (the ωB97M-V functional and the def2-TZVPD basis) for a single C16H18N4O5 molecule.

```
43
Properties=species:S:1:pos:R:3:forces:R:3
O -2.24684 -3.93351 5.97435 1.3 -0.2 -1.3
O 0.44333 6.40872 -2.29372 0.3 1.1 0.4
O 1.57537 3.33399 -5.20486 0.1 -0.9 -0.1
N 0.25106 -2.55582 0.17784 -1.5 1.9 0.3
O -0.34768 -4.48388 4.90284 -0.5 0.4 -0.3
O 0.82336 -2.19923 -1.08342 -0.8 0.1 0.5
C -1.51631 -3.83627 4.98904 -2.0 1.0 1.0
C 0.59181 5.23665 -2.57220 -1.2 2.7 0.8
C 1.08098 3.60564 -4.12363 1.1 -0.8 -3.2
C 0.21027 4.24379 -1.59936 -0.1 -2.0 -0.4
C 0.21031 2.93307 -1.96732 0.4 0.9 -0.3
C -0.85786 -1.86696 0.40090 3.0 -1.2 -2.3
C -3.52175 -1.29353 2.92723 1.3 -1.2 1.6
C -3.07143 -2.09424 4.02398 0.2 0.4 -1.3
C -2.78941 -1.25348 1.75007 -0.8 0.6 0.2
C -1.19373 -2.82398 2.64076 -1.4 0.0 1.5
C -1.93511 -2.92325 3.85742 0.5 0.6 -1.1
C -1.61539 -1.98174 1.60659 -0.2 -0.8 1.2
N 0.98474 4.92428 -3.83326 -0.6 -2.0 2.1
N 0.60629 2.62685 -3.28239 -0.1 -0.3 1.4
N 0.69126 0.59668 -1.41762 -1.0 -0.2 -0.4
C -0.14778 1.77461 -1.06519 1.4 -0.5 -0.3
C 2.24230 -2.08886 -1.04744 1.5 0.7 1.1
C 2.11332 0.49072 -1.03236 -1.0 0.4 0.8
C 2.76940 -0.73046 -1.61886 -1.0 -0.5 -0.2
H -0.33340 -4.94356 5.75208 0.4 -0.4 0.2
H -0.15950 4.63518 -0.65146 0.3 -0.3 -0.3
H -1.22623 -1.18464 -0.37650 0.0 -0.2 0.2
H -4.38185 -0.68582 3.11470 -0.4 0.3 -0.3
H -3.58495 -1.99302 4.97870 0.1 -0.4 -0.2
H -3.15058 -0.58062 0.96712 0.3 -0.3 0.0
H -0.31824 -3.42487 2.54670 0.5 -0.2 -0.2
H 1.35115 5.59290 -4.47537 0.1 0.3 -0.3
H 0.82974 1.63559 -3.51244 -0.3 1.2 0.3
H 0.21358 -0.27822 -1.18975 0.4 0.6 -0.3
H -1.21135 1.55463 -1.19476 0.2 -0.3 -0.1
H 0.00551 2.09206 -0.03264 -0.1 0.2 0.1
H 2.63338 -2.10753 0.01922 -0.7 -0.4 -1.1
H 2.68077 -2.91400 -1.62549 -0.1 0.1 0.3
H 2.63809 1.39006 -1.33649 0.1 0.2 -0.2
H 2.21130 0.41619 0.04840 0.0 0.2 0.5
H 2.61133 -0.66525 -2.68124 0.0 -0.3 -0.7
H 3.84073 -0.64886 -1.46018 0.2 -0.3 0.2
```
Forces are in eV/Å.

Values from the calculation:
SMILES: O=C(O)c1cccc(/C=N/OCCCNCc2cc(=O)[nH]c(=O)[nH]2)c1
HOMO level: -9.2 eV
multiplicity: 1
energy relative to the best compared isomer or geometry (same formula, charge and spin): 2.926 eV